# 1
Formula: C7H13N2O4
Source: the Open Molecules 2025 dataset
Level of theory: the ωB97M-V functional and the def2-TZVPD basis

For the HOMO-LUMO gap, the calculation gives 9.12 eV. The calculation puts the energy above the lowest of the compared OMol25 structures with the same formula, charge and spin at 215.98 kJ/mol. The lowest unoccupied orbital energy comes out at -5.085 eV. As for the SMILES: C=[N+](CO)C(C)(C)C(=O)NC(=O)O.

Structure (ORCA input):
```
! RIJCOSX wB97M-V def2-TZVPD def2/J DEFGRID3
* xyz 1 1
C -1.15 0.32 0.69
C 0.17 1.62 2.54
C -0.24 0.37 -0.58
C 0.70 1.55 -0.67
C -1.21 0.39 -1.83
C -0.23 -2.19 -0.96
C 1.70 -0.96 -0.12
N -0.90 1.18 1.78
N 0.46 -0.97 -0.50
O -2.17 -0.29 0.59
O 0.01 2.45 3.38
O 0.34 -3.26 -0.26
O 1.27 0.97 2.26
H 1.22 1.81 0.29
H 0.29 2.59 -1.04
H 1.35 1.22 -1.44
H -1.66 -0.51 -2.03
H -0.76 0.71 -2.83
H -2.00 1.04 -1.61
H -1.34 -2.08 -0.89
H -0.19 -2.16 -2.11
H 2.17 -1.91 0.19
H 1.90 -0.10 0.53
H -1.77 1.17 2.30
H 0.17 -4.17 -0.58
H 1.85 1.19 2.91
*
```

***

# 2
Formula: C6H14IN2
Source: the Open Molecules 2025 dataset
Level of theory: the ωB97M-V functional and the def2-TZVPD basis

For the HOMO-LUMO gap (spin up / spin down), the calculation gives 6.48 / 6.69 eV. The calculation puts the energy above the lowest of the compared OMol25 structures with the same formula, charge and spin at 319.98 kJ/mol. The lowest unoccupied orbital energy (spin up / spin down) comes out at -6.479 / -5.913 eV.

Structure (ORCA input):
```
! RIJCOSX wB97M-V def2-TZVPD def2/J DEFGRID3
* xyz 1 1
C -1.49 -1.53 -0.02
C -1.09 0.48 -1.49
C -0.34 0.97 1.43
C 2.83 0.49 0.05
C -0.44 -0.58 -0.63
C 0.42 0.06 0.48
N 1.17 1.75 -0.96
N 1.46 0.87 -0.21
I 2.86 1.31 -4.94
H -2.25 -0.98 0.53
H -1.99 -2.06 -0.83
H -1.03 -2.25 0.64
H -1.39 0.09 -2.46
H -0.33 1.28 -1.68
H -1.93 0.95 -1.00
H -0.81 1.80 0.90
H 0.33 1.38 2.19
H -1.10 0.40 1.95
H 2.99 -0.55 -0.27
H 3.03 0.55 1.12
H 3.51 1.14 -0.50
H 0.23 -1.19 -1.25
H 0.93 -0.73 1.05
*
```

***

# 3
Formula: C10H10
Source: the Open Molecules 2025 dataset
Level of theory: the ωB97M-V functional and the def2-TZVPD basis

For the HOMO-LUMO gap, the calculation gives 8.25 eV. The calculation puts the energy above the lowest of the compared OMol25 structures with the same formula, charge and spin at 515.29 kJ/mol. The lowest unoccupied orbital energy comes out at 0.738 eV.

Structure (ORCA input):
```
! RIJCOSX wB97M-V def2-TZVPD def2/J DEFGRID3
* xyz 0 1
C -0.65 -2.39 -0.12
C -1.52 -1.52 0.09
C 0.79 -2.50 0.10
C 1.91 1.30 -0.13
C 0.36 1.42 0.21
C 2.24 -0.19 -0.21
C -1.75 -0.11 0.06
C 1.33 -1.06 0.10
C -0.35 0.21 -0.02
C -2.93 0.80 -0.19
H 1.15 -2.83 1.13
H 1.23 -2.95 -0.80
H 2.05 1.71 -1.16
H 2.63 1.64 0.55
H 0.25 1.50 1.42
H -0.21 2.28 -0.22
H 3.24 -0.31 -0.40
H -3.38 0.83 0.85
H -3.71 0.46 -0.82
H -2.66 1.73 -0.44
*
```

***

# 4
Formula: C4H9NO2
Source: the Open Molecules 2025 dataset
Level of theory: the ωB97M-V functional and the def2-TZVPD basis

For the HOMO-LUMO gap, the calculation gives 7.52 eV. The calculation puts the energy above the lowest of the compared OMol25 structures with the same formula, charge and spin at 383.12 kJ/mol. The lowest unoccupied orbital energy comes out at 0.577 eV.

Structure (ORCA input):
```
! RIJCOSX wB97M-V def2-TZVPD def2/J DEFGRID3
* xyz 0 1
C -1.08 0.01 -1.01
C -0.68 0.83 0.18
O -1.68 1.48 0.97
C 0.04 -0.19 1.05
C 0.96 -0.80 0.03
O 0.78 -1.96 -0.58
N 2.17 -0.28 -0.09
H -1.96 -0.60 -0.75
H -0.13 -1.72 -0.97
H -1.30 0.59 -1.91
H 0.06 1.59 -0.14
H -2.31 1.85 0.34
H 0.59 0.20 1.92
H -0.67 -0.95 1.38
H 2.78 -0.59 -0.84
H 2.43 0.55 0.42
*
```

***

# 5
Formula: C16H14F10N2O4S2
Source: the Open Molecules 2025 dataset
Level of theory: the ωB97M-V functional and the def2-TZVPD basis

For the HOMO-LUMO gap, the calculation gives 7.83 eV. The lowest unoccupied orbital energy comes out at -1.193 eV.

Structure (ORCA input):
```
! RIJCOSX wB97M-V def2-TZVPD def2/J DEFGRID3
* xyz 0 1
C -1.19 3.64 6.57
C -1.95 3.39 5.21
F -2.71 4.56 4.89
C -0.99 2.97 4.04
C -1.17 3.54 2.72
C -0.27 3.21 1.53
C 0.79 2.25 1.73
C 1.83 1.77 0.66
C 1.29 1.68 -0.82
C 0.11 0.68 -1.04
F -1.10 1.13 -0.50
F -0.11 0.62 -2.42
C 0.33 -0.77 -0.44
F -0.75 -1.54 -0.88
F 0.25 -0.79 0.94
C 1.63 -1.52 -0.93
F 2.06 -1.15 -2.19
F 2.72 -1.34 -0.09
C 1.42 -3.11 -0.99
F 2.70 -3.65 -1.01
F 0.81 -3.53 -2.13
F 0.84 -3.60 0.15
C 0.94 1.66 3.11
N 1.91 0.76 3.47
S 1.75 0.35 5.08
N 0.44 1.33 5.49
C 0.10 1.98 4.34
H -0.11 3.93 6.43
H -1.23 2.71 7.21
H -1.72 4.45 7.14
H -2.71 2.56 5.38
H -2.03 4.26 2.63
H -0.41 3.69 0.53
H 2.29 0.83 1.05
H 2.66 2.55 0.67
H 2.17 1.44 -1.48
H 0.99 2.73 -1.12
C -1.45 -3.98 -4.84
C -0.14 -3.50 -5.43
O -0.03 -4.17 -6.68
S -1.51 -4.40 -7.30
O -1.77 -3.36 -8.23
O -1.66 -5.77 -7.62
O -2.35 -4.08 -5.95
H -1.34 -4.98 -4.40
H -1.85 -3.29 -4.09
H 0.71 -3.73 -4.79
H -0.17 -2.42 -5.62
*
```

***

# 6
Formula: C5H6N2S
Source: the Open Molecules 2025 dataset
Level of theory: the ωB97M-V functional and the def2-TZVPD basis

For the HOMO-LUMO gap, the calculation gives 9.45 eV. The calculation puts the energy above the lowest of the compared OMol25 structures with the same formula, charge and spin at 274.35 kJ/mol. The lowest unoccupied orbital energy comes out at 0.719 eV. As for the SMILES: CC1=NC=CN=CS1.

Structure (ORCA input):
```
! RIJCOSX wB97M-V def2-TZVPD def2/J DEFGRID3
* xyz 0 1
C 2.07 -0.70 0.17
C 1.07 -1.29 0.80
C 1.02 1.07 -0.81
C -0.80 0.12 0.36
C -2.17 0.28 -0.11
N 1.89 0.20 -0.89
N -0.21 -0.98 0.63
S 0.21 1.75 0.65
H 3.00 -1.13 0.08
H 1.09 -2.13 1.52
H 0.77 1.72 -1.69
H -2.54 -0.33 -0.90
H -2.48 1.18 -0.53
H -2.92 0.23 0.71
*
```